No. 1
The following is a DFT calculation (ωB97M-V/def2-TZVPD) of one molecule with the formula C3H3F2N.

Calculated values
E_HOMO   -10.6 eV
Molecular weight   91.06 g mol⁻¹
HOMO-LUMO gap   11.64 eV
SMILES string   FC1(F)C=NC1
ΔE to the lowest compared entry with this formula, charge and spin   1.925 eV
Lowest unoccupied orbital energy   0.039 Eh

Cartesian coordinates (Å):
C  -0.349  -0.379  1.056
C  -0.441  0.480  -0.853
C  0.655  -0.368  -0.070
N  -1.341  0.187  0.518
F  1.267  -1.482  -0.440
F  1.664  0.505  0.262
H  -0.337  -0.664  2.043
H  -0.245  1.632  -0.769
H  -0.873  0.089  -1.747

Atoms 1-6, force components in eV/Å:
0.02 -0.22 -2.00
-0.62 0.64 3.21
-0.23 2.52 1.37
0.78 0.95 -2.60
-0.48 -0.51 -0.80
0.57 0.03 -0.05

No. 2
The following is a DFT calculation (ωB97M-V/def2-TZVPD) of one molecule with the formula C3H3F2P3.

Calculated values
E_HOMO   -9.4 eV
Molecular weight   169.98 g mol⁻¹
HOMO-LUMO gap   7.92 eV
ΔE to the lowest compared entry with this formula, charge and spin   2.916 eV
Lowest unoccupied orbital energy   -0.055 Eh

Cartesian coordinates (Å):
C  -0.943  -1.138  -0.419
C  1.083  1.434  -1.276
C  -0.732  1.264  0.780
F  1.692  2.131  1.584
F  1.668  -0.094  1.222
P  -1.980  0.225  0.226
P  0.573  -0.987  -1.121
P  0.992  1.120  0.398
H  -1.573  -2.078  -0.595
H  2.068  1.415  -1.763
H  -0.695  2.264  1.268

Atoms 1-6, force components in eV/Å:
-0.99 -0.04 -0.81
0.25 -2.41 1.67
0.00 -0.09 -0.10
-1.31 -0.64 -2.41
-0.24 0.07 -0.54
1.88 0.82 0.94

No. 3
The following is a DFT calculation (ωB97M-V/def2-TZVPD) of one molecule with the formula C3H3F3O.

Calculated values
E_HOMO   -10.2 eV
Molecular weight   112.05 g mol⁻¹
HOMO-LUMO gap   10.98 eV
SMILES string   C=C(F)C(O)(F)F
ΔE to the lowest compared entry with this formula, charge and spin   0.941 eV
Lowest unoccupied orbital energy   0.029 Eh

Cartesian coordinates (Å):
C  -1.740  -0.353  -0.140
C  -0.648  0.378  0.006
C  0.922  -0.119  0.092
O  1.657  0.909  0.572
F  -0.653  1.659  -0.135
F  1.224  -0.394  -1.198
F  1.143  -1.295  0.780
H  -2.724  0.074  -0.555
H  -1.753  -1.389  0.073
H  2.572  0.531  0.506

Atoms 1-6, force components in eV/Å:
-1.27 1.10 -0.74
1.63 -2.77 0.41
-3.30 0.51 0.23
1.30 -1.53 -0.22
-0.04 2.19 -0.44
0.60 -0.20 -0.19

No. 4
The following is a DFT calculation (ωB97M-V/def2-TZVPD) of a 2-piece molecular cluster, C3H3F3O overall.

Calculated values
E_HOMO (spin up / spin down)   -8.9 / -9.3 eV
Molecular weight   112.05 g mol⁻¹
HOMO-LUMO gap (spin up / spin down)   8.31 / 8.98 eV
ΔE to the lowest compared entry with this formula, charge and spin   3.248 eV
Lowest unoccupied orbital energy (spin up / spin down)   -0.021 / -0.013 Eh

Cartesian coordinates (Å):
C  -1.562  -0.355  0.860
C  0.637  0.299  -0.216
C  1.641  -0.553  0.510
O  -1.642  0.137  1.921
F  2.820  -0.736  -0.183
F  2.044  -0.111  1.761
F  1.126  -1.740  0.695
H  -2.359  -0.865  0.170
H  0.467  0.089  -1.317
H  0.728  1.304  0.122

Atoms 1-6, force components in eV/Å:
1.03 1.20 -0.53
-1.01 -1.02 -0.09
0.81 0.61 -0.01
-0.37 -0.98 -1.14
-0.75 0.29 0.24
-0.75 0.11 -1.38

No. 5
The following is a DFT calculation (ωB97M-V/def2-TZVPD) of one molecule with the formula C3H3F3O.

Calculated values
E_HOMO   -10.0 eV
Molecular weight   112.05 g mol⁻¹
HOMO-LUMO gap   10.68 eV
SMILES string   O[C@@H](F)/C(F)=C/F
ΔE to the lowest compared entry with this formula, charge and spin   2.322 eV
Lowest unoccupied orbital energy   0.024 Eh

Cartesian coordinates (Å):
C  0.774  -0.859  -1.023
C  0.841  0.124  -0.160
C  -0.559  0.411  0.960
O  -1.589  1.102  0.384
F  1.764  -1.154  -1.930
F  1.849  0.954  -0.008
F  -0.930  -0.774  1.443
H  -0.144  -1.228  -1.231
H  0.035  1.015  1.676
H  -2.041  0.408  -0.112

Atoms 1-6, force components in eV/Å:
3.01 1.46 -0.77
-3.20 0.12 1.85
4.72 1.28 -2.15
0.36 -0.84 0.44
-0.77 0.16 0.80
0.41 0.20 0.37

No. 6
The following is a DFT calculation (ωB97M-V/def2-TZVPD) of one molecule with the formula C3H3F3O2.

Calculated values
E_HOMO   -11.0 eV
Molecular weight   128.05 g mol⁻¹
HOMO-LUMO gap   11.58 eV
SMILES string   O[C@@]1(C(F)(F)F)CO1
ΔE to the lowest compared entry with this formula, charge and spin   0.800 eV
Lowest unoccupied orbital energy   0.022 Eh

Cartesian coordinates (Å):
C  0.165  -0.693  -0.311
C  -0.675  0.304  0.310
C  -2.303  -0.006  0.035
O  -0.006  -0.615  1.075
O  -0.433  1.661  0.346
F  -2.600  -1.266  0.444
F  -3.136  0.772  0.653
F  -2.472  -0.001  -1.254
H  -0.054  -1.595  -0.781
H  1.123  -0.155  -0.706
H  0.576  1.540  0.658

Atoms 1-6, force components in eV/Å:
3.37 2.78 -1.44
-5.16 -0.89 -1.68
3.35 -1.34 1.82
0.33 0.44 1.99
3.95 -1.83 1.58
0.40 0.03 0.05

No. 7
The following is a DFT calculation (ωB97M-V/def2-TZVPD) of one molecule with the formula C3H3F3O3.

Calculated values
E_HOMO   -10.7 eV
Molecular weight   144.05 g mol⁻¹
HOMO-LUMO gap   11.04 eV
SMILES string   O=CC(O)(O)C(F)(F)F
ΔE to the lowest compared entry with this formula, charge and spin   0.953 eV
Lowest unoccupied orbital energy   0.012 Eh

Cartesian coordinates (Å):
C  1.094  -0.849  0.440
C  0.323  0.341  -0.044
C  -1.280  -0.038  -0.086
O  1.595  -1.658  -0.268
O  0.470  1.303  0.902
O  0.803  0.481  -1.295
F  -1.705  -0.034  1.219
F  -2.003  0.882  -0.705
F  -1.588  -1.268  -0.574
H  1.296  -0.823  1.497
H  0.156  2.097  0.601
H  0.839  -0.434  -1.687

Atoms 1-6, force components in eV/Å:
0.41 -0.19 2.01
-2.59 -2.73 -0.19
0.52 -0.24 1.80
-0.01 -0.76 -0.96
1.98 -2.32 0.64
-0.17 1.22 -2.25

No. 8
The following is a DFT calculation (ωB97M-V/def2-TZVPD) of an isolated ion of composition C3H3F4O3P and charge -2.

Calculated values
E_HOMO   0.2 eV
Molecular weight   194.02 g mol⁻¹
HOMO-LUMO gap   6.48 eV
SMILES string   CC(F)(F)C(F)(F)P(=O)([O-])[O-]
ΔE to the lowest compared entry with this formula, charge and spin   0.000 eV
Charge   -2
Lowest unoccupied orbital energy   0.246 Eh

Cartesian coordinates (Å):
C  0.345  1.275  0.784
C  -0.701  0.835  -0.200
C  -0.309  -0.417  -0.957
O  0.378  -3.044  -0.455
O  1.958  -1.163  0.301
O  -0.252  -1.542  1.531
F  -0.976  1.909  -1.084
F  -1.909  0.683  0.414
F  0.553  -0.008  -1.956
F  -1.413  -0.844  -1.666
P  0.557  -1.734  0.262
H  0.021  2.181  1.299
H  1.280  1.435  0.257
H  0.468  0.436  1.469

Atoms 1-6, force components in eV/Å:
-0.15 0.08 -0.03
-0.20 1.11 0.14
0.34 -0.69 0.29
-0.08 -0.27 -0.23
0.18 0.13 0.03
-0.12 0.02 0.16

No. 9
The following is a DFT calculation (ωB97M-V/def2-TZVPD) of one molecule with the formula C3H3F4OP.

Calculated values
E_HOMO (spin up / spin down)   -9.2 / -9.1 eV
Molecular weight   162.02 g mol⁻¹
HOMO-LUMO gap (spin up / spin down)   7.88 / 7.97 eV
ΔE to the lowest compared entry with this formula, charge and spin   2.319 eV
Lowest unoccupied orbital energy (spin up / spin down)   -0.049 / -0.042 Eh

Cartesian coordinates (Å):
C  0.682  0.325  -1.571
C  0.910  0.200  -0.086
C  -1.613  -0.850  1.036
O  0.076  0.854  2.477
F  1.142  -1.073  0.325
F  1.972  0.917  0.190
F  -2.441  -1.106  0.064
F  -2.269  -1.039  2.172
P  -0.537  0.561  1.214
H  0.960  1.281  -1.955
H  -0.298  0.205  -1.835
H  1.415  -0.275  -2.031

Atoms 1-6, force components in eV/Å:
1.36 0.61 1.29
-2.25 0.18 -0.13
-0.59 0.88 1.13
0.92 0.46 2.65
0.93 -0.96 -0.51
1.31 0.91 1.09

No. 10
The following is a DFT calculation (ωB97M-V/def2-TZVPD) of C3H3FHgO as an isolated structure.

Calculated values
E_HOMO   -20.1 eV
Molecular weight   274.64 g mol⁻¹
HOMO-LUMO gap   6.29 eV
Charge   +2
Lowest unoccupied orbital energy   -0.508 Eh

Cartesian coordinates (Å):
H  -0.554  -1.482  -0.446
H  0.957  -1.403  -1.516
O  1.182  0.162  2.971
C  0.083  -0.894  -1.107
C  0.177  0.423  -0.946
C  0.356  0.359  2.243
H  0.430  0.819  -1.985
F  -0.954  1.151  -0.501
Hg  -1.679  0.864  1.287

Atoms 1-6, force components in eV/Å:
-0.32 -0.43 -0.47
-0.33 0.08 -0.43
-0.79 0.20 -1.16
0.58 -0.27 3.04
0.69 -1.13 -5.42
0.46 -0.17 1.62